Entry from the Open Molecules 2025 dataset: a molecular structure, C16H19AsClNO6PdS at a distorted geometry (wB97M-V/def2-TZVPD).

```
! wB97M-V def2-TZVPD RIJCOSX def2/J DEFGRID3
* xyz 0 1
Pd -1.02 0.75 0.75
Cl 4.70 5.37 1.46
C 3.57 4.05 1.37
C 4.03 2.73 1.48
C 3.17 1.67 1.41
C 1.78 1.86 1.21
O 1.02 0.83 1.10
C 1.33 3.20 1.11
C -0.02 3.54 0.88
O -1.00 2.77 0.76
C 2.25 4.29 1.19
H 5.09 2.56 1.62
H 3.52 0.65 1.48
H -0.24 4.61 0.81
H 1.89 5.31 1.11
N -2.32 0.94 -0.76
C -1.83 0.16 -1.89
C -0.47 0.04 -2.12
C -0.03 -0.75 -3.16
C -0.93 -1.44 -3.97
C -2.29 -1.29 -3.74
C -2.75 -0.49 -2.70
S -0.32 -2.59 -5.21
O 0.07 -3.73 -4.39
O -1.47 -2.82 -6.07
O 0.79 -1.87 -5.81
H -3.30 0.77 -0.58
H -2.20 1.94 -0.92
H 0.26 0.56 -1.50
H 1.03 -0.87 -3.37
H -2.98 -1.81 -4.39
H -3.81 -0.38 -2.52
C -0.27 -0.78 3.58
As -0.85 -1.94 2.17
C -1.73 -3.38 3.06
C 0.65 -2.59 1.19
O -1.89 -1.10 1.11
H -0.15 -1.37 4.50
H -1.03 -0.02 3.73
H 0.67 -0.31 3.31
H -1.03 -3.87 3.73
H -2.11 -4.09 2.33
H -2.57 -2.98 3.63
H 1.28 -3.21 1.83
H 1.20 -1.73 0.81
H 0.27 -3.17 0.35
*
```

Summary:
- energy relative to the best compared isomer or geometry (same formula, charge and spin) (kcal/mol) = 34.2



Entry from the Open Molecules 2025 dataset: a molecular structure, C16H19BN6OsS at a distorted geometry (wB97M-V/def2-TZVPD).

```
! wB97M-V def2-TZVPD RIJCOSX def2/J DEFGRID3
* xyz 2 5
H -0.38 -2.72 2.45
N 1.04 -1.97 1.07
B 3.18 -1.41 -0.21
N 2.39 -2.25 0.81
C 2.78 -3.25 1.62
Os 0.04 -0.58 0.04
H 3.80 -3.60 1.54
C 1.71 -3.61 2.44
H 1.72 -4.36 3.20
C 0.63 -2.79 2.08
H 4.32 -1.77 -0.32
C -1.64 3.42 -0.88
H -2.62 3.08 -1.22
H -1.09 2.53 -0.53
H -1.09 3.88 -1.71
N 3.00 0.07 0.23
N 2.39 -1.50 -1.54
N 1.73 0.59 0.37
N 1.04 -1.14 -1.61
C 3.89 1.04 0.52
C 2.83 -1.76 -2.78
H 4.94 0.80 0.45
H 3.86 -2.04 -2.90
C 3.19 2.19 0.86
C 1.78 -1.57 -3.68
C 1.83 1.88 0.76
C 0.67 -1.17 -2.92
H 3.61 3.14 1.14
H 1.83 -1.70 -4.74
H 0.93 2.45 0.93
H -0.34 -0.90 -3.21
H -1.72 4.10 -0.06
S -1.90 -1.55 -0.16
C -3.16 -0.38 0.14
C -4.14 -0.19 -0.85
C -5.21 0.67 -0.62
C -5.30 1.34 0.61
C -4.32 1.18 1.59
C -3.24 0.31 1.36
H -4.03 -0.73 -1.79
H -5.97 0.81 -1.39
H -6.15 2.00 0.80
H -4.38 1.70 2.55
H -2.45 0.16 2.09
*
```

Summary:
- energy relative to the best compared isomer or geometry (same formula, charge and spin) (kcal/mol) = 0.0



Entry from the Open Molecules 2025 dataset: a molecular structure, C16H19BN6STi at a distorted geometry (wB97M-V/def2-TZVPD).

```
! wB97M-V def2-TZVPD RIJCOSX def2/J DEFGRID3
* xyz 2 3
C -2.77 1.67 0.14
N -2.00 0.64 -0.33
N -2.86 -0.22 -1.01
C -4.10 0.30 -1.01
C -4.08 1.50 -0.31
B -2.36 -1.57 -1.53
N -1.13 -1.34 -2.43
N -0.01 -0.67 -1.98
C 0.91 -0.75 -2.97
C 0.36 -1.43 -4.05
C -0.93 -1.79 -3.68
Ti -0.09 0.06 0.01
N -1.90 -2.40 -0.31
N -0.88 -1.92 0.50
C -0.74 -2.86 1.49
C -1.64 -3.92 1.27
C -2.35 -3.58 0.14
H -0.06 -2.77 2.32
H -3.12 -4.12 -0.38
H -1.74 -4.82 1.82
H -3.24 -2.18 -2.05
H -1.71 -2.35 -4.17
H -4.91 -0.21 -1.51
H 0.81 -1.63 -5.00
H -4.92 2.16 -0.21
H 1.90 -0.34 -2.81
H -2.38 2.43 0.79
H 2.66 -0.61 -0.05
C 2.66 0.43 -0.45
H 3.14 0.43 -1.44
H 1.63 0.91 -0.55
H 3.28 1.07 0.21
S 0.05 0.99 2.21
C 1.58 1.77 2.28
C 1.72 3.05 1.70
C 2.91 3.76 1.84
C 3.97 3.22 2.57
C 3.83 1.97 3.19
C 2.65 1.24 3.06
H 0.87 3.47 1.15
H 2.97 4.76 1.40
H 4.87 3.81 2.74
H 4.63 1.57 3.83
H 2.51 0.28 3.56
*
```

Summary:
- energy (Eh) = -2221.6595



Entry from the Open Molecules 2025 dataset: a molecular structure, C16H19BN6SeTi at a distorted geometry (wB97M-V/def2-TZVPD).

```
! wB97M-V def2-TZVPD RIJCOSX def2/J DEFGRID3
* xyz 2 1
H 1.82 3.70 -0.13
N 1.32 1.95 -1.26
B 0.17 0.41 -3.01
N 0.66 1.77 -2.43
C 0.74 2.91 -3.14
Ti 2.87 1.10 -0.35
H 0.44 2.90 -4.16
C 1.24 3.92 -2.32
H 1.35 4.95 -2.57
C 1.60 3.30 -1.12
H 0.21 0.48 -4.23
C -2.07 -2.32 2.37
H -1.69 -3.32 2.61
H -1.30 -1.57 2.56
H -2.36 -2.26 1.31
N -1.39 -0.06 -2.78
N 1.32 -0.54 -2.54
N -1.77 -0.35 -1.52
N 2.06 -0.49 -1.39
C -2.49 -0.29 -3.60
C 1.87 -1.47 -3.35
H -2.45 -0.15 -4.67
H 1.56 -1.50 -4.36
C -3.59 -0.64 -2.81
C 2.83 -2.20 -2.65
C -3.07 -0.63 -1.49
C 2.89 -1.58 -1.39
H -4.60 -0.89 -3.10
H 3.41 -3.03 -3.02
H -3.59 -0.84 -0.57
H 3.34 -1.90 -0.47
H -2.91 -2.08 2.94
Se 2.65 1.04 1.90
C 1.47 0.35 3.37
C 0.20 0.93 3.53
C -0.63 0.63 4.62
C -0.22 -0.27 5.61
C 1.00 -0.95 5.41
C 1.84 -0.63 4.32
H -0.13 1.68 2.81
H -1.63 1.10 4.70
H -0.86 -0.50 6.48
H 1.29 -1.72 6.14
H 2.79 -1.15 4.21
*
```

Summary:
- energy relative to the best compared isomer or geometry (same formula, charge and spin) (kcal/mol) = 125.3



Entry from the Open Molecules 2025 dataset: a molecular structure, C16H19BN6SeTi at a distorted geometry (wB97M-V/def2-TZVPD).

```
! wB97M-V def2-TZVPD RIJCOSX def2/J DEFGRID3
* xyz 2 3
C 3.26 0.08 -0.67
N 1.97 0.05 -1.11
N 2.02 -0.01 -2.50
C 3.31 -0.06 -2.90
C 4.13 0.01 -1.76
B 0.69 0.18 -3.29
N -0.25 -1.01 -2.91
N -0.74 -1.13 -1.63
C -1.71 -2.10 -1.66
C -1.78 -2.61 -2.97
C -0.82 -1.92 -3.70
Ti 0.19 0.25 -0.28
N 0.00 1.49 -2.81
N -0.40 1.73 -1.49
C -0.99 2.97 -1.47
C -0.95 3.52 -2.76
C -0.31 2.56 -3.56
H -1.40 3.39 -0.56
H -0.09 2.57 -4.62
H -1.33 4.47 -3.08
H 0.88 0.23 -4.47
H -0.53 -1.96 -4.74
H 3.56 -0.16 -3.95
H -2.45 -3.36 -3.34
H 5.20 0.03 -1.74
H -2.28 -2.32 -0.77
H 3.42 0.21 0.39
H -2.01 -0.63 1.27
C -2.03 -1.50 1.94
H -2.80 -2.21 1.60
H -1.05 -2.00 1.94
H -2.26 -1.17 2.96
Se 0.94 1.30 1.79
C 0.29 0.51 3.40
C -0.74 1.20 4.09
C -1.28 0.66 5.26
C -0.77 -0.54 5.77
C 0.28 -1.19 5.14
C 0.83 -0.67 3.96
H -1.11 2.14 3.69
H -2.08 1.19 5.77
H -1.17 -0.93 6.70
H 0.70 -2.11 5.56
H 1.65 -1.17 3.46
*
```

Summary:
- energy relative to the best compared isomer or geometry (same formula, charge and spin) (kcal/mol) = 0.0



Entry from the Open Molecules 2025 dataset: a molecular structure, C16H19BN6SeZn at a distorted geometry (wB97M-V/def2-TZVPD).

```
! wB97M-V def2-TZVPD RIJCOSX def2/J DEFGRID3
* xyz 0 1
H -0.01 -3.04 1.07
N 0.97 -1.93 -0.46
B 1.61 -0.86 -2.62
N 1.28 -2.13 -1.76
C 1.18 -3.45 -1.97
Zn 0.48 0.92 0.14
H 1.51 -3.86 -2.91
C 0.70 -4.06 -0.81
H 0.54 -5.11 -0.67
C 0.52 -3.05 0.13
H 2.16 -1.23 -3.62
C -0.28 2.56 0.80
H -0.67 2.35 1.80
H -1.08 2.97 0.18
H 0.58 3.24 0.82
N 2.53 0.10 -1.79
N 0.31 -0.03 -2.89
N 2.13 0.71 -0.58
N -0.33 0.61 -1.86
C 3.77 0.50 -2.09
C -0.34 0.22 -4.04
H 4.26 0.15 -2.99
H 0.03 -0.19 -4.97
C 4.23 1.33 -1.08
C -1.45 1.01 -3.76
C 3.21 1.44 -0.15
C -1.41 1.23 -2.37
H 5.21 1.77 -1.01
H -2.19 1.38 -4.44
H 3.19 2.00 0.77
H -2.11 1.76 -1.74
H 1.33 -1.08 -0.02
Se -2.02 -0.47 0.73
C -2.48 -0.06 2.45
C -1.65 -0.56 3.49
C -1.81 -0.13 4.79
C -2.85 0.75 5.13
C -3.73 1.19 4.13
C -3.58 0.78 2.81
H -0.85 -1.26 3.21
H -1.12 -0.49 5.56
H -2.98 1.07 6.17
H -4.55 1.86 4.39
H -4.26 1.10 2.03
*
```

Summary:
- energy relative to the best compared isomer or geometry (same formula, charge and spin) (kcal/mol) = 58.1



Entry from the Open Molecules 2025 dataset: a molecular structure, C16H19BN6SrTe at a distorted geometry (wB97M-V/def2-TZVPD).

```
! wB97M-V def2-TZVPD RIJCOSX def2/J DEFGRID3
* xyz 0 1
H -3.80 0.82 -0.87
N -1.87 1.37 -1.55
B 0.12 2.21 -2.90
N -1.41 2.04 -2.67
C -2.45 2.41 -3.44
Sr -0.85 0.60 0.56
H -2.26 2.95 -4.35
C -3.63 1.98 -2.81
H -4.63 2.13 -3.15
C -3.22 1.32 -1.64
H 0.35 2.86 -3.87
C 2.14 -2.68 1.32
H 1.64 -2.66 2.31
H 1.80 -1.79 0.76
H 3.22 -2.64 1.44
N 0.73 0.79 -3.06
N 0.79 2.84 -1.64
N 0.60 -0.13 -2.04
N 0.62 2.29 -0.38
C 1.44 0.27 -4.08
C 1.65 3.86 -1.57
H 1.64 0.88 -4.95
H 1.90 4.39 -2.49
C 1.78 -1.03 -3.73
C 2.08 3.99 -0.25
C 1.24 -1.24 -2.44
C 1.42 2.97 0.46
H 2.35 -1.72 -4.34
H 2.77 4.72 0.13
H 1.30 -2.13 -1.82
H 1.50 2.70 1.51
H 1.90 -3.57 0.75
Te -2.16 0.51 3.50
C -1.31 -1.35 3.90
C -1.55 -2.45 3.03
C -1.16 -3.73 3.42
C -0.48 -3.94 4.63
C -0.14 -2.84 5.43
C -0.51 -1.54 5.06
H -2.10 -2.28 2.10
H -1.39 -4.58 2.77
H -0.20 -4.94 4.93
H 0.42 -3.00 6.36
H -0.25 -0.67 5.66
*
```

Summary:
- energy (Eh) = -1273.3272



Entry from the Open Molecules 2025 dataset: a single C16H19BO2S molecule at a distorted geometry (wB97M-V/def2-TZVPD).

```
! wB97M-V def2-TZVPD RIJCOSX def2/J DEFGRID3
* xyz 0 1
C -3.20 2.68 -0.09
C -1.83 2.52 0.48
C -1.63 3.35 1.82
O -1.65 1.12 0.70
B -0.35 0.92 0.30
C 0.31 -0.50 0.52
C 1.41 -0.65 -0.34
C 2.12 -1.86 -0.23
C 1.67 -2.94 0.52
C 2.25 -4.27 0.30
C 1.85 -5.13 -0.70
C 2.47 -6.42 -0.67
C 3.27 -6.53 0.37
S 3.25 -5.13 1.39
C 0.54 -2.76 1.24
C -0.13 -1.52 1.33
O 0.31 2.00 -0.40
C -0.78 2.91 -0.59
C -1.32 2.81 -2.06
C -0.26 4.37 -0.38
H -3.46 1.99 -0.88
H -3.25 3.64 -0.58
H -3.93 2.70 0.68
H -2.44 2.97 2.45
H -1.66 4.43 1.78
H -0.71 3.02 2.24
H 1.77 0.22 -0.79
H 2.95 -1.93 -0.92
H 1.18 -4.90 -1.55
H 2.52 -7.03 -1.58
H 4.02 -7.29 0.55
H 0.36 -3.72 1.85
H -1.14 -1.66 1.72
H -0.46 2.94 -2.74
H -1.73 1.88 -2.42
H -2.02 3.64 -2.24
H -1.17 5.00 -0.54
H 0.33 4.51 0.61
H 0.51 4.62 -1.15
*
```

Summary:
- structure (SMILES) = CC1(C)OB(c2ccc(-c3cccs3)cc2)OC1(C)C
- energy relative to the best compared isomer or geometry (same formula, charge and spin) (kcal/mol) = 34.4